Record 1
Density functional theory data (ωB97M-V/def2-TZVPD) for C16H36BCs2O8S4 as an isolated structure.

Each line ends with the natural charge from an NBO analysis.
Geometry (Å):
Cs -3.46894 0.76187 3.69930  0.5638
Cs -2.73967 -3.68663 2.93292  0.4369
S 2.19730 1.76889 -0.27820  2.1135
S 0.36989 -5.95465 2.00034  2.1397
S -3.45879 4.06424 1.45857  2.0654
S -0.82715 -1.67975 -3.63979  2.1728
O -0.61430 -5.84231 3.10272  -0.9915
O -3.74064 4.04303 2.88949  -0.9690
O -4.25846 3.33484 0.45309  -0.9093
O 1.15749 1.66748 -1.29191  -0.9406
O -1.74045 -2.79537 -3.75168  -0.9660
O 0.09814 -6.95766 1.05443  -0.9196
O 0.61453 -1.82698 -3.77538  -0.9486
O 2.09841 2.81649 0.75347  -0.9466
C 4.17379 0.51097 -1.49372  -0.4161
C -1.05745 4.99939 0.62132  -0.4000
C 3.81236 1.93157 -1.05602  -0.6645
C 2.58959 0.07577 0.45429  -0.6301
C -2.47510 0.07713 -2.68503  -0.3919
C -1.53206 -0.58979 -4.89317  -0.6715
C 1.65278 -3.56927 2.20994  -0.4365
C -3.26281 5.87427 1.10386  -0.6300
C 2.03210 -6.05812 2.57779  -0.7007
C -1.82372 6.15290 1.15812  -0.4206
C -1.62666 3.66608 1.19544  -0.6116
C -1.20204 -0.77043 -2.22945  -0.7235
C 3.55636 -0.54458 -0.56320  -0.4348
C 0.64956 -4.20866 1.28192  -0.6011
C 2.71774 -4.62461 2.37802  -0.3955
C -2.11032 0.60281 -4.05129  -0.3966
B -1.53860 -0.46846 1.41150  -0.8328
H -1.26857 3.52107 2.21467  0.2276
H 3.10315 -1.21772 -1.29093  0.2391
H -0.44827 0.01419 -2.16370  0.2635
H 1.65219 -0.45311 0.62654  0.2749
H -0.63030 -0.20617 -5.37042  0.2329
H 2.09000 -2.63167 1.86666  0.2364
H -2.05136 -1.29181 1.88417  -0.0864
H -1.52214 6.34242 2.18828  0.2056
H 3.34349 -4.59757 3.27010  0.2303
H -3.39068 -0.50073 -2.81105  0.2167
H 4.30004 -1.18673 -0.09129  0.2190
H -3.42828 6.00456 0.03439  0.2342
H 1.15223 -4.36115 0.32684  0.2418
H -0.66004 -0.85446 0.91817  -0.0239
H -0.35125 -3.77697 1.29143  0.2354
H 3.45908 -4.65332 1.57946  0.2172
H -2.18191 -1.10890 -5.59768  0.2540
H 3.80373 0.41477 -2.51447  0.2295
H 4.47846 2.34836 -0.30058  0.2387
H 5.25663 0.44006 -1.59630  0.2255
H 2.05280 -6.48461 3.58068  0.2577
H -3.90212 6.45620 1.76773  0.2571
H -1.42575 6.98627 0.57913  0.2296
H -3.02664 0.92869 -4.54347  0.2210
H -1.45945 2.74201 0.64206  0.2764
H -1.29701 4.96098 -0.44134  0.1985
H -1.38391 1.40789 -3.94046  0.2085
H -2.16836 0.02511 0.68761  -0.0132
H 2.51073 -6.78747 1.92430  0.2581
H 3.10625 0.25590 1.39700  0.2348
H 3.67193 2.83995 -1.64186  0.2588
H 1.23043 -3.28183 3.17280  0.2272
H -1.12408 -1.38726 -1.33416  0.2873
H -1.12175 0.18619 2.16112  -0.0393
H -2.63765 1.04054 -2.20178  0.2341
H 0.02551 5.09587 0.69868  0.2479

Calculated values
ΔE to the lowest compared entry with this formula, charge and spin ... 4.31 kcal per mole
Expectation value of S² ... 0.750
Gap between HOMO and LUMO (alpha / beta) ... 3.01 / 9.59 eV
2S+1 ... 2

---

Record 2
Density functional theory data (ωB97M-V/def2-TZVPD) for a 2-piece molecular cluster, C5H10O2 overall.

Each line ends with the natural charge from an NBO analysis.
Geometry (Å):
O 1.41475 1.56515 2.55299  -0.9296
O -1.40639 1.72526 -2.44624  -0.7157
C 0.15431 -0.56845 -0.08244  -0.2748
C 0.43487 -2.41265 1.71560  -0.6491
C -0.41443 1.09084 -1.79574  0.1929
C -0.14731 -1.73414 0.50587  -0.1410
C -0.41316 -0.19093 -1.35928  -0.3187
H -0.35761 -2.94651 2.24415  0.2188
H 1.57157 2.33274 1.98999  0.4620
H 1.13363 -3.15758 1.32317  0.2247
H -1.81404 2.48493 -2.01189  0.5036
H 0.91231 1.02677 1.92666  0.4671
H 1.10472 -0.18187 0.32554  0.1926
H -0.56249 -1.03420 -2.04190  0.2245
H 0.86171 -1.66345 2.38062  0.2196
H 0.42041 1.72613 -1.48019  0.1426
H -0.94932 -2.30708 0.03565  0.1806

Calculated values
ΔE to the lowest compared entry with this formula, charge and spin ... 90.28 kcal per mole
Structure (SMILES) ... C/C=C/C=C/O.O
Gap between HOMO and LUMO ... 8.52 eV

---

Record 3
Density functional theory data (ωB97M-V/def2-TZVPD) for C37H28BrCsIN5O3STe as an isolated structure.

Each line ends with the Mulliken charge.
Geometry (Å):
Cs 0.06710 -1.01306 0.35790  1.4648
I -2.50677 -0.11401 -2.42658  0.3409
Te 0.00378 2.57640 2.11947  0.2578
Br -3.86464 2.85175 -3.94902  -0.2220
S -3.57604 1.92475 2.61403  -0.4502
O -1.24639 0.07811 2.69761  -0.4652
O -0.84575 -4.58798 0.51004  -0.7996
O 3.23419 -1.08014 -1.17011  -0.7559
N 1.24064 -1.46693 -2.32683  -0.1064
N -2.95423 -1.84405 -0.01471  0.3749
N -0.84967 -3.17954 -1.35010  -0.3495
N -2.27640 -0.29661 3.41355  0.1694
N 0.85028 1.28980 -1.73019  0.3912
C -3.43221 -3.88655 1.10800  -0.7612
C 1.72732 3.45605 -2.23212  -0.5579
C -1.64577 1.02223 -3.95110  -0.1500
C 3.79702 1.84574 3.87847  -0.7712
C 2.77633 2.27297 3.03984  0.5392
C 2.66431 -4.82404 -3.01852  -0.6823
C 4.68507 4.07447 3.97268  -0.5015
C -4.56135 -3.32971 1.67612  -0.3947
C -2.64160 -3.11084 0.25654  0.1213
C 2.52178 -3.45597 -2.88186  -0.1043
C 0.29567 1.30581 -5.35943  -0.5095
C -1.33544 -3.71497 -0.25301  -0.1506
C 1.72523 1.34661 2.49598  -0.8614
C -1.49405 2.89875 -5.47578  -0.4819
C 3.67265 4.50366 3.12311  -0.6766
C 4.74826 2.74208 4.35062  -0.4916
C 0.50972 -5.09764 -2.01361  -0.3357
C 2.03831 0.75301 -1.99572  0.5297
C -2.17850 2.17914 -4.50541  0.3718
C -4.44524 -0.02218 4.32186  -0.8667
C -0.25126 2.46031 -5.90363  -0.6102
C 0.70773 2.61077 -1.83336  -0.8470
C 2.21675 -0.74361 -1.83081  -0.7216
C 0.33556 -3.71126 -1.87130  0.1196
C -3.18736 -1.97551 4.85351  -0.8689
C -0.39386 0.59303 -4.39349  -0.1565
C 2.71355 3.61534 2.65262  0.5875
C 1.59005 4.01979 1.73985  -1.1815
C 1.37534 -2.86390 -2.33159  0.5939
C -4.86433 -2.00022 1.41335  -0.6115
C -4.34876 -1.21039 4.99638  -0.0914
C -2.18925 -1.48096 4.05860  -0.1767
C 1.63882 -5.65648 -2.58218  -0.6600
C 3.13946 1.53462 -2.35690  -0.7798
C 2.97387 2.89688 -2.49755  -0.5103
C -4.02454 -1.29927 0.56600  -0.2727
C -3.41939 0.48012 3.48215  0.2011
H -5.16485 -1.55454 5.62052  0.3261
H 1.72448 -6.73422 -2.67377  0.3402
H -0.27432 3.00202 -1.58472  0.4768
H 1.27542 0.96596 -5.67147  0.4167
H 1.25734 5.03785 1.94147  0.4841
H 4.09394 1.04970 -2.50734  0.5633
H 1.55427 4.52115 -2.31908  0.4845
H -3.06376 -2.93546 5.33332  0.3964
H 5.42075 4.77886 4.34306  0.3641
H 1.45297 0.55314 3.18868  0.4928
H -1.26002 -2.00049 3.87581  0.4672
H 3.80493 3.52599 -2.79684  0.4053
H -0.28358 -5.73737 -1.65012  0.3487
H 0.05316 -0.27908 -3.92054  0.2943
H -5.33061 0.59348 4.39341  0.4023
H 1.90191 3.95836 0.69399  0.2223
H 3.62249 5.54649 2.82870  0.3929
H 3.31666 -2.79606 -3.20842  0.3295
H -5.70765 -1.50324 1.87397  0.4097
H -5.18600 -3.91319 2.34342  0.3834
H 3.84397 0.80281 4.16965  0.4281
H 0.28973 3.02690 -6.65153  0.3399
H -1.93543 3.79955 -5.88035  0.3683
H 5.53316 2.39985 5.01440  0.3719
H 3.56687 -5.23813 -3.45567  0.3293
H 2.07885 0.90247 1.56159  0.2403
H -4.19295 -0.24492 0.37100  0.3175
H -3.10772 -4.89423 1.32349  0.4746

Calculated values
ΔE to the lowest compared entry with this formula, charge and spin ... 1.50 kcal per mole
Net charge ... -2
Gap between HOMO and LUMO ... 5.57 eV

---

Record 4
Density functional theory data (ωB97M-V/def2-TZVPD) for one molecule with the formula C4H8O.

Each line ends with the natural charge from an NBO analysis.
Geometry (Å):
O 0.74311 1.83831 1.20043  -0.6412
C 0.66680 -0.63949 -0.14224  -0.5365
C 0.19594 0.75226 -0.37519  0.0850
C -0.36085 -1.48806 -0.92031  -0.6016
C -0.53360 1.29479 0.80214  -0.1982
H 1.65825 -0.80339 -0.57791  0.2185
H -0.08562 -2.54494 -0.86893  0.2242
H -1.28973 2.06787 0.62947  0.1752
H -0.39617 -1.18652 -1.97140  0.2212
H -0.84238 0.61868 1.60976  0.1648
H 0.68666 -0.95498 0.91366  0.1899
H -1.36682 -1.37858 -0.49954  0.2032
H 1.03699 2.38886 0.45248  0.4955

Calculated values
ΔE to the lowest compared entry with this formula, charge and spin ... 92.60 kcal per mole
Gap between HOMO and LUMO ... 8.97 eV

---

Record 5
Density functional theory data (ωB97M-V/def2-TZVPD) for a 2-piece molecular cluster, C3H10N2O2 overall.

Each line ends with the natural charge from an NBO analysis.
Geometry (Å):
O -2.55616 -1.86657 0.18046  -0.5571
O -0.96622 -1.82984 -1.42999  -0.6678
N 2.38317 0.47580 1.23771  -0.5142
N -1.02052 0.76017 -0.47657  -0.6675
C 1.48136 0.82674 0.10121  -0.2658
C -0.00614 0.89589 0.60789  -0.2459
C -2.00123 -2.35421 -0.78171  0.6476
H 3.29220 0.20582 0.84670  0.4055
H -0.92138 1.46002 -1.20934  0.4103
H 1.77024 1.76438 -0.41202  0.2486
H 1.49816 -0.03160 -0.66668  0.2343
H 2.56651 1.30724 1.79590  0.3887
H -2.37870 -3.29806 -1.18538  0.1655
H -0.87618 -0.85049 -1.13283  0.4816
H -0.20772 0.03005 1.22219  0.2389
H -1.94441 0.70628 0.02890  0.4475
H -0.11299 1.79838 1.27357  0.2496

Calculated values
ΔE to the lowest compared entry with this formula, charge and spin ... 55.01 kcal per mole
Expectation value of S² ... 0.757
Net charge ... +1
Gap between HOMO and LUMO (alpha / beta) ... 11.49 / 3.74 eV
2S+1 ... 2

---

Record 6
Density functional theory data (ωB97M-V/def2-TZVPD) for C5H13N2O2Si as an isolated structure.

Each line ends with the natural charge from an NBO analysis.
Geometry (Å):
Si -1.43446 0.51365 -0.73607  1.4642
O -4.66399 0.25344 0.93251  -0.7077
O -2.80610 1.04072 0.04384  -0.7913
N -2.07241 -1.25266 -0.70200  -0.8688
N -3.38153 -1.10390 -0.33397  -0.4993
C 1.24624 0.48094 -0.92896  -0.6197
C 0.36260 1.26780 1.33067  -0.6119
C 0.50691 -1.20629 0.83462  -0.6052
C -3.67125 0.12428 0.21846  0.8576
C 0.19612 0.14250 0.17917  -0.5048
H -1.45509 0.47462 -2.30828  -0.2800
H 0.73964 -2.05285 0.16522  0.2090
H 1.09247 -0.16790 -1.80415  0.2037
H -1.21717 1.99427 -0.68760  -0.3215
H -3.71954 -1.87257 0.33358  0.3555
H -0.66963 1.09110 1.83015  0.2114
H -0.44578 -1.49360 1.46576  0.2107
H 0.50714 2.32845 1.05547  0.2170
H 1.33834 1.62076 -1.25778  0.2187
H 2.38456 0.33609 -0.49438  0.1691
H 1.28111 0.97264 2.05882  0.1736
H -2.06812 -1.73294 -1.60207  0.3394
H 1.28077 -1.14052 1.70994  0.1804

Calculated values
ΔE to the lowest compared entry with this formula, charge and spin ... 32.90 kcal per mole
Net charge ... -1
Gap between HOMO and LUMO ... 7.53 eV

---

Record 7
Density functional theory data (ωB97M-V/def2-TZVPD) for C20H40P2PbSi as an isolated structure.

Each line ends with the natural charge from an NBO analysis.
Geometry (Å):
Pb -2.61268 -0.13535 -3.32182  1.6610
P -0.11829 2.00935 -1.73123  0.7994
P 0.23795 -1.68905 -1.74885  0.8513
Si -0.10034 -0.07348 4.81627  1.5809
C -0.57256 -3.08710 -2.62574  -0.9506
C 0.40814 -1.26940 -5.92436  -0.0607
C 1.42980 0.98185 4.86065  -1.1096
C -0.95107 -1.23642 -5.89245  -0.2944
C -1.09766 2.97055 -2.94777  -0.9327
C 0.24669 -2.46323 1.05592  -0.7072
C -0.03119 -1.02992 3.27796  -0.5100
C 1.99064 -2.24192 -2.01817  -0.9268
C 0.25858 -0.50698 -3.22334  -0.8389
C -0.11156 -1.30323 6.25313  -1.0911
C 0.03958 -1.80116 2.33663  0.1099
C 1.30866 -0.46974 -6.80587  -0.4740
C 1.21417 3.34452 -1.88883  -0.8727
C -1.74848 -0.58134 -6.94910  -0.4675
C 0.85261 0.98373 -7.10901  -0.4726
C 0.84778 0.86594 -2.84800  -0.7532
C -2.17928 0.90607 -6.68564  -0.4640
C -1.64782 0.96191 4.84280  -1.1109
C -1.20446 1.73114 -5.92184  -0.2710
C 0.13646 1.72406 -6.02625  -0.1139
H -0.45474 -3.94312 -1.93540  0.2810
H -0.12503 -3.30423 -3.61816  0.2342
H -1.71223 2.51998 -5.37603  0.2168
H -1.53256 -1.82816 -5.16575  0.1663
H 1.08166 3.88624 -2.84195  0.2223
H 0.75135 2.45233 -5.46213  0.2207
H -1.66131 -2.91222 -2.71436  0.1840
H 1.01339 -1.94754 -5.32563  0.2081
H 1.76767 1.13175 5.89355  0.2530
H 1.76330 1.56588 -7.27171  0.2527
H 1.77622 0.64156 -2.28028  0.2567
H 0.78481 -1.94210 6.24080  0.2444
H 2.25084 0.49609 4.31414  0.2436
H 1.09834 4.10554 -1.09523  0.2638
H 0.31027 1.02834 -8.06801  0.2336
H 2.65769 -1.37631 -1.94150  0.2481
H -2.46228 0.47387 4.27880  0.2403
H -1.93897 2.48277 -3.47868  0.1480
H -0.55665 -0.34025 -4.04258  0.1563
H -0.69779 -2.44166 0.46649  0.2108
H 1.03052 1.41061 -3.79897  0.2417
H -0.41334 3.40710 -3.69990  0.2401
H 1.02560 -1.93600 0.45076  0.2079
H -0.12197 -0.77243 7.21829  0.2450
H -2.66725 -1.17242 -7.02911  0.2364
H 2.14337 -2.73985 -2.98133  0.2320
H -1.99531 1.12109 5.87639  0.2540
H -0.98632 -1.96891 6.21801  0.2437
H 0.53368 -3.52656 1.20860  0.2470
H -1.24195 -0.66214 -7.92352  0.2456
H 1.23475 1.96408 4.40882  0.2365
H -2.32776 1.35204 -7.69430  0.2745
H 1.40800 -0.98726 -7.78468  0.2740
H -3.19147 0.90968 -6.20727  0.1921
H -1.50119 3.79255 -2.35436  0.2755
H 2.34068 -0.41983 -6.37406  0.2435
H -1.46242 1.94854 4.39856  0.2362
H 2.25193 -2.92103 -1.20688  0.2715
H 0.99392 -1.07974 -3.80126  0.2861
H 2.23829 2.93440 -1.87196  0.2512

Calculated values
ΔE to the lowest compared entry with this formula, charge and spin ... 129.67 kcal per mole
Net charge ... +2
Gap between HOMO and LUMO ... 3.37 eV

---

Record 8
Density functional theory data (ωB97M-V/def2-TZVPD) for C29H25N6O2Ti as an isolated structure.

Each line ends with the natural charge from an NBO analysis.
Geometry (Å):
Ti -1.20041 -0.89872 0.57088  1.7292
O -0.55435 -2.47733 1.50948  -0.7964
O 0.94686 -4.04342 0.97799  -0.5394
N -0.47063 -3.62555 -2.75000  -0.5041
N -2.99803 -0.05389 1.31715  -0.5679
N -1.14543 -1.88773 -1.37050  -0.6780
N -1.26752 0.29173 -2.21446  -0.3132
N 0.44085 0.10317 1.56752  -0.6947
N -1.81297 0.42317 -0.96507  -0.3543
C 0.38414 -3.28277 -4.99511  -0.2468
C 0.50667 -1.03205 -5.85879  -0.1879
C -0.19272 2.46618 1.53630  -0.2326
C 0.61035 -2.89134 1.01951  0.7556
C 0.67504 1.48305 1.98081  0.0727
C -4.72988 0.33178 2.91195  -0.2167
C 2.77379 -0.01359 -1.34067  -0.1549
C -3.48551 0.96817 0.55745  0.1447
C -0.35304 -1.40389 -3.64895  -0.1719
C 2.94924 -1.38405 -1.51304  -0.1868
C 1.43066 -1.81574 0.32420  -0.2304
C -3.61632 -0.36170 2.46165  0.1206
C 3.15169 3.48230 4.03741  -0.6462
C 1.30364 -0.42808 0.51803  0.1639
C -5.21030 1.38089 2.15081  -0.0844
C 1.96496 0.46252 -0.32864  -0.2403
C -0.90928 -3.16310 -1.59888  0.3829
C -0.02344 -0.53198 -4.68894  -0.1251
C 2.71237 0.67431 3.23680  -0.6656
C 1.98643 3.10016 3.16691  0.0105
C 1.77014 1.76422 2.79679  0.0583
C 1.11203 4.08344 2.71395  -0.1793
C 0.02834 3.77998 1.90534  -0.1891
C 2.28341 -2.26637 -0.68750  -0.1549
C -4.58255 1.70248 0.94692  -0.1846
C -2.83606 1.15203 -0.74544  0.1306
C -0.14240 -2.77544 -3.81612  0.2348
C -0.92653 -0.94547 -2.40013  0.4445
C 0.70730 -2.40507 -6.01173  -0.1291
H -4.95319 2.50401 0.32292  0.2562
H 3.46290 0.47442 2.46692  0.2377
H 3.28890 0.68889 -1.98196  0.2446
H 1.86359 1.52680 -0.16421  0.2539
H 2.40441 -3.33655 -0.79301  0.2578
H 0.52732 -0.50495 2.38222  0.4260
H 0.76212 -0.36105 -6.66691  0.2472
H -3.20292 -1.18638 3.03017  0.2321
H -0.63495 4.56362 1.56578  0.2320
H 3.60872 -1.75699 -2.28499  0.2443
H -0.32451 -4.62099 -2.85417  0.4478
H 1.11684 -2.78989 -6.93553  0.2485
H 2.20726 -0.26930 3.45208  0.2031
H 3.08547 3.01196 5.01998  0.2341
H 3.18177 4.55895 4.18575  0.2369
H 4.09837 3.17462 3.59092  0.2327
H -3.27960 1.79634 -1.49971  0.2417
H -1.06662 -3.87581 -0.79638  0.2523
H 3.24501 0.95494 4.14066  0.2525
H 1.28736 5.11177 3.00260  0.2340
H -5.20075 0.04661 3.84127  0.2647
H -6.07411 1.94292 2.47986  0.2590
H -1.02360 2.20512 0.89410  0.1969
H 0.53611 -4.34869 -5.11255  0.2400
H -0.19645 0.52731 -4.55963  0.2501

Calculated values
Expectation value of S² ... 0.753
Net charge ... +2
Gap between HOMO and LUMO (alpha / beta) ... 6.72 / 6.79 eV
2S+1 ... 2

---

Record order is preserved below.
Max |F|: 4.4, 3.1, 0.5, 0.3, 3.3, 4.2, 2.0, 0.8 eV/A